Formula: C20H23BCl42NO
Source: OMol25
Level of theory: ωB97M-V with the def2-TZVPD basis set

The geometry in XYZ format:
```
88
Properties=species:S:1:pos:R:3:forces:R:3
C -0.6626 2.0176 -3.1264 -0.284 0.444 -0.379
B -0.6500 0.3787 -2.9678 -3.066 0.649 -2.472
O -1.6580 -0.3675 -3.7985 4.220 0.590 1.931
N 0.2733 -0.4375 -2.0812 3.525 -3.677 3.127
C 1.6083 -0.9178 -2.6075 -0.393 -2.628 2.406
C 2.6875 -1.8549 -1.7609 -4.546 0.170 2.275
C 2.2479 -2.2992 -0.2218 -2.413 2.539 -3.439
C 0.8032 -1.7565 0.3368 2.286 0.550 -5.273
C -0.1580 -0.8265 -0.6591 3.523 -1.804 -0.178
H 0.3895 2.5304 -3.0439 -1.925 -1.117 -0.109
H -1.3608 2.5728 -2.3465 1.462 -1.377 -1.463
H -1.1408 2.2593 -4.1930 1.123 -0.541 2.349
H -1.2120 -1.2377 -4.0171 -1.221 0.948 0.464
H 1.9130 -0.6388 -3.7066 -1.041 -0.511 2.355
H 3.7134 -2.2304 -2.2354 -2.611 1.136 1.003
H 2.9796 -2.9878 0.3930 -1.850 1.575 -1.274
H 0.4378 -2.0135 1.4228 1.787 -0.199 -2.988
H -1.2006 -0.4856 -0.2273 2.377 -0.513 -1.572
C 4.2801 1.8551 -1.1673 0.713 0.663 0.206
Cl 5.7727 0.9868 -0.7699 -0.482 0.230 -0.220
Cl 3.1514 0.7918 -2.0245 1.243 1.685 0.554
Cl 3.5295 2.5058 0.2999 -0.058 -0.137 -0.274
H 4.5326 2.6910 -1.8248 -0.068 -0.242 0.241
C -4.7470 0.5638 -5.8529 -0.104 0.031 0.136
Cl -6.3299 1.1442 -5.3079 0.270 -0.082 -0.053
Cl -4.9080 -0.9909 -6.6874 0.083 0.114 0.123
Cl -3.9757 1.7596 -6.9087 -0.115 -0.415 -0.169
H -4.1122 0.4193 -4.9749 -0.166 0.029 -0.303
C 6.4104 -1.8892 2.4262 0.478 -0.088 0.370
Cl 7.3471 -0.3879 2.3334 -0.273 -0.724 -0.054
Cl 5.0565 -1.8491 1.2840 0.031 0.038 0.105
Cl 7.4483 -3.2904 2.1118 0.083 0.594 -0.030
H 6.0055 -1.9805 3.4373 0.071 0.012 -0.363
C -1.6966 -0.2653 3.3987 -0.358 0.469 0.594
Cl -3.0411 0.7602 2.8694 0.173 -0.347 -0.018
Cl -0.9019 -1.0175 2.0051 -2.072 1.263 2.504
Cl -0.5318 0.6758 4.3459 -0.126 -0.180 -0.229
H -2.0979 -1.0579 4.0355 0.288 0.379 -0.269
C -2.9233 -4.4734 4.0769 0.058 -0.123 0.212
Cl -1.3471 -4.9277 3.4070 -0.167 0.049 0.054
Cl -2.8701 -4.4743 5.8479 -0.057 0.002 -0.349
Cl -3.4227 -2.8852 3.4704 0.009 -0.269 0.039
H -3.6608 -5.2127 3.7541 0.279 0.246 0.068
C -4.5309 4.7847 3.8692 0.003 0.161 0.097
Cl -3.0384 3.9164 4.2667 -0.117 0.213 -0.041
Cl -5.6596 3.7214 3.0121 0.121 0.091 0.019
Cl -5.2816 5.4354 5.3364 0.124 -0.076 -0.263
H -4.2785 5.6205 3.2118 -0.093 -0.304 0.226
C 5.7058 4.0764 2.8100 0.040 -0.016 0.109
Cl 5.3061 4.2839 4.5237 0.044 -0.061 -0.487
Cl 6.6190 5.4716 2.2110 -0.168 -0.120 0.034
Cl 6.6219 2.5802 2.5616 -0.529 0.527 0.083
H 4.7729 4.0070 2.2448 0.361 0.043 0.212
C 5.7456 -7.0522 3.2092 -0.009 -0.229 0.103
Cl 7.3218 -7.5065 2.5393 -0.248 0.076 0.055
Cl 5.7988 -7.0532 4.9802 -0.051 -0.004 -0.275
Cl 5.2463 -5.4640 2.6026 -0.324 -0.415 0.069
H 5.0082 -7.7916 2.8864 0.268 0.263 0.112
C -2.9351 4.9931 -3.6125 -0.041 0.201 -0.190
Cl -3.0234 4.3435 -1.9664 -0.122 0.195 0.057
Cl -3.4205 3.7642 -4.7930 0.139 0.424 0.335
Cl -3.9490 6.4381 -3.7663 0.233 -0.257 0.049
H -1.8992 5.2760 -3.8161 -0.345 -0.090 0.095
C 9.5549 2.3223 -0.2567 0.032 0.084 0.024
Cl 9.4667 1.6727 1.3894 0.507 0.179 -0.349
Cl 9.0695 1.0934 -1.4372 0.201 0.079 0.080
Cl 8.5411 3.7673 -0.4105 0.164 -0.163 -0.014
H 10.5909 2.6052 -0.4603 -0.365 -0.112 0.078
C -4.2392 -3.9456 -0.4600 -0.280 -0.261 0.046
Cl -3.5475 -5.2025 0.5799 -0.013 0.155 -0.226
Cl -3.0065 -2.7490 -0.8934 0.020 0.039 0.005
Cl -4.9484 -4.6637 -1.9163 0.114 0.188 0.288
H -5.0322 -3.4377 0.0948 0.337 -0.174 -0.173
C -7.5289 -3.6726 2.5448 -0.285 -0.069 0.208
Cl -8.9616 -4.7033 2.7022 0.289 0.245 -0.029
Cl -6.0676 -4.5650 3.0001 -0.548 -0.074 -0.111
Cl -7.3884 -3.0509 0.8916 -0.102 0.027 0.143
H -7.6394 -2.8233 3.2239 0.065 -0.283 -0.248
C 2.1338 6.3930 6.4328 0.015 0.025 0.033
Cl 0.7012 5.3622 6.5902 0.136 0.142 0.004
Cl 3.5952 5.5005 6.8881 -0.304 0.233 0.231
Cl 2.2743 7.0146 4.7796 -0.012 -0.034 0.188
H 2.0234 7.2422 7.1119 0.042 -0.304 -0.242
C -7.0725 -1.8477 -10.1967 0.006 -0.006 0.032
Cl -8.6555 -1.2673 -9.6517 0.231 -0.072 -0.011
Cl -7.2336 -3.4024 -11.0312 0.054 0.171 0.141
Cl -6.3012 -0.6519 -11.2525 -0.048 -0.139 0.176
H -6.4378 -1.9922 -9.3187 -0.230 0.069 -0.311
```
Positions in Å, forces in eV/Å.

* HOMO level: -12.16 eV
* LUMO energy: -0.1738 Eh
* HOMO-LUMO gap: 7.4 eV
* largest force on an atom: 6.0 eV Å⁻¹
* net charge: +1